170
Properties=species:S:1:pos:R:3:forces:R:3:lowdin_charge:R:1 method="wB97M-V/def2-TZVPD" total_energy_ha=-6035.725421 e_lumo_ev="-12.53 / -15.52" e_homo_ev="-19.7 / -19.7" molar_mass_g_mol=1115.17 s_squared=0.754 largest_force_ev_per_a=4.70 multiplicity=2 charge=+6
C 5.194330 2.053657 0.776085 -0.16 0.15 -1.12 -0.002
C 5.047810 1.266037 -0.558795 -0.81 0.71 0.39 -0.306
C 4.442870 2.001457 -1.793835 0.04 -1.73 0.53 -0.122
O 4.078560 0.965797 -2.771635 0.46 1.50 1.61 -0.233
C 3.380940 1.619527 -3.830585 0.07 -0.53 -0.87 -0.075
N 6.305980 0.622887 -1.033175 -0.45 0.21 0.30 0.247
H 7.051940 1.300887 -1.096105 0.67 0.25 0.22 0.185
H 6.523460 -0.133483 -0.400165 0.69 -0.28 0.04 0.176
H 6.131470 0.289307 -1.970395 -0.03 -0.49 -0.58 0.154
H 5.666140 1.518157 1.599945 0.13 -0.32 -0.29 0.097
H 4.156930 2.210847 1.071355 0.09 0.39 0.17 0.078
H 5.705270 3.008467 0.652025 -0.10 0.04 0.01 0.103
H 4.378030 0.454147 -0.275365 -0.02 -0.28 -0.54 0.135
H 5.164770 2.652317 -2.287135 -0.04 0.42 0.26 0.147
H 3.558810 2.527387 -1.433365 -0.02 0.26 -0.32 0.138
H 3.226550 0.821377 -4.556685 -0.40 0.21 -0.09 0.084
H 3.969940 2.386977 -4.332765 0.28 0.05 0.17 0.106
H 2.451460 2.086507 -3.504865 -0.13 -0.23 0.12 0.100
C -2.150940 -1.765483 4.509955 0.12 0.21 0.26 -0.013
C -3.234230 -1.169703 3.635215 0.24 -0.72 -1.16 -0.279
C -4.544390 -1.027413 4.374925 -1.64 0.64 -0.45 -0.201
O -5.242850 -2.286073 4.307775 1.48 0.55 0.07 -0.198
C -6.536860 -2.362613 4.958535 1.16 0.48 0.27 -0.033
N -2.727670 0.121787 2.893585 -1.09 -1.39 1.46 0.249
H -3.557760 0.550127 2.509425 -0.19 0.49 0.04 0.145
H -2.287250 0.738787 3.561005 0.05 1.14 0.59 0.086
H -2.079210 -0.061593 2.141275 0.28 -0.32 -0.19 0.084
H -1.849410 -1.057663 5.282075 0.24 0.44 -0.24 0.095
H -1.284430 -2.123063 3.953725 0.06 0.06 0.04 0.059
H -2.525670 -2.568003 5.145275 -0.35 -0.30 -0.53 0.111
H -3.515760 -1.760893 2.763815 0.34 -0.64 0.13 0.123
H -5.193570 -0.319643 3.859435 -0.06 0.51 -0.40 0.122
H -4.368910 -0.519973 5.323515 -0.20 -0.77 0.69 0.128
H -7.281350 -1.806103 4.389215 -0.11 -0.14 0.00 0.091
H -6.407480 -1.924053 5.947995 -0.42 -0.11 0.13 0.098
H -6.745690 -3.429153 5.042065 -0.20 0.26 -0.10 0.104
C 1.349880 2.448267 8.154445 -0.33 -0.75 -0.08 -0.018
C 1.249320 3.826067 7.508185 -0.05 -0.86 2.04 -0.301
C 1.491240 3.890697 6.055835 1.51 0.91 -0.99 -0.186
O 1.934090 5.220777 5.852155 -0.92 0.66 0.29 -0.153
C 1.971930 5.574897 4.513395 1.02 -0.81 -1.43 -0.106
N -0.047730 4.463427 7.925995 -0.08 -0.48 0.40 0.257
H -0.828360 4.119517 7.385225 -0.75 0.22 -0.92 0.113
H -0.288260 4.190967 8.868335 0.15 -0.27 0.70 0.173
H 0.027070 5.469417 7.975975 -0.20 0.54 -0.61 0.180
H 0.490680 1.798477 7.988205 -0.51 0.31 -0.03 0.089
H 1.488630 2.524457 9.232895 0.06 0.02 -0.05 0.103
H 2.140330 1.816867 7.748705 0.43 0.55 0.04 0.094
H 1.935860 4.476427 8.050215 0.63 -0.15 -0.61 0.168
H 0.735700 3.594617 5.328105 -0.83 0.11 0.44 0.120
H 2.346590 3.268047 5.793555 0.17 -0.49 0.30 0.139
H 1.018280 5.651777 3.991155 -0.45 0.62 0.49 0.065
H 2.429630 4.751927 3.964465 0.43 -0.45 -0.27 0.071
H 2.663680 6.394057 4.317035 -0.53 0.37 0.42 0.115
C -3.925870 -0.290613 -3.164445 0.64 1.13 -0.58 -0.044
C -4.882580 0.272457 -2.123325 -0.57 -0.76 0.44 -0.218
C -5.692010 -0.947303 -1.523185 0.57 1.16 0.62 -0.140
O -6.220670 -0.612563 -0.235765 -0.19 1.13 -2.74 -0.194
C -5.978520 -1.562273 0.739285 -0.37 0.67 0.59 -0.091
N -4.023500 0.917177 -1.007275 -0.30 -0.27 -0.91 0.237
H -4.584500 1.226257 -0.226345 -0.46 -0.68 0.56 0.154
H -3.224740 0.341917 -0.781085 -0.21 -0.76 0.65 0.108
H -3.547770 1.771537 -1.259985 0.03 1.14 -1.24 0.085
H -3.118880 -0.781293 -2.620305 -0.11 -0.74 -0.10 0.063
H -3.391360 0.451357 -3.757625 -0.23 0.60 0.28 0.075
H -4.372540 -0.895613 -3.953465 -0.35 -0.43 0.62 0.106
H -5.556110 1.075627 -2.422305 0.16 -0.09 -0.32 0.170
H -4.967880 -1.761083 -1.484535 0.10 -0.29 0.48 0.115
H -6.482570 -1.297793 -2.186715 -0.06 0.43 -0.22 0.151
H -6.539570 -1.143763 1.574855 0.31 -0.56 0.48 0.105
H -4.900870 -1.460543 0.867375 0.36 -1.17 0.81 0.066
H -6.384880 -2.538763 0.475765 0.43 -0.20 0.15 0.116
C -3.782520 6.143507 4.029025 -0.58 0.40 -0.19 -0.023
C -3.209760 6.062257 2.604955 -0.36 0.26 1.67 -0.248
C -1.838180 6.717537 2.548705 -0.48 0.14 -1.33 -0.178
O -1.404060 6.616917 1.204535 1.07 -1.22 0.05 -0.184
C 0.017320 6.568177 1.148165 0.64 0.56 -0.30 -0.093
N -3.123280 4.588687 2.106505 -0.08 2.09 -0.22 0.257
H -3.998830 4.285527 1.704505 -0.50 -0.17 0.36 0.159
H -2.492960 4.617057 1.317835 0.79 0.07 -0.57 0.121
H -2.767830 4.005747 2.850765 0.17 -0.65 0.49 0.106
H -3.647330 7.164597 4.385695 0.22 0.12 -0.12 0.103
H -3.373780 5.509667 4.815965 0.18 -0.34 -0.36 0.071
H -4.869060 6.066177 3.989665 -0.01 -0.43 0.15 0.096
H -3.934880 6.598567 1.992845 0.37 -0.29 -0.55 0.166
H -1.138890 6.269447 3.254605 0.07 -0.17 0.12 0.119
H -1.916300 7.790687 2.722915 -0.31 -0.03 0.71 0.158
H 0.487630 5.696067 1.602405 -0.49 -0.60 0.36 0.062
H 0.453140 7.413757 1.680285 -0.06 0.30 -0.07 0.101
H 0.405290 6.574187 0.129575 -0.65 0.23 -0.13 0.095
C -0.235340 -2.507363 -5.630175 0.51 0.85 -2.23 -0.009
C 0.276550 -2.315963 -7.130605 0.28 0.64 1.05 -0.248
C 1.747680 -1.928353 -7.218835 1.52 0.35 0.04 -0.215
O 2.277730 -2.055983 -8.495015 -0.63 -0.87 -0.97 -0.162
C 3.679470 -1.990393 -8.696625 1.16 0.63 0.04 -0.069
N -0.074780 -3.538933 -7.977135 0.24 1.17 0.82 0.258
H -0.274770 -3.131143 -8.879245 -0.26 -0.44 -0.79 0.178
H 0.630770 -4.252403 -8.092315 0.41 -0.27 0.06 0.175
H -0.907760 -3.899443 -7.534105 -0.51 -0.62 -0.42 0.164
H 0.218880 -3.427803 -5.263355 -0.61 -0.08 0.33 0.078
H -1.317280 -2.394583 -5.699325 -0.14 -0.97 0.37 0.090
H 0.022450 -1.659583 -4.995425 0.55 -0.01 -0.20 0.075
H -0.320130 -1.564103 -7.647115 0.10 0.32 0.38 0.163
H 2.418360 -2.484323 -6.563725 -0.30 -0.71 0.66 0.105
H 1.907200 -0.899503 -6.896155 -0.65 0.37 0.29 0.142
H 3.930130 -2.386363 -9.680735 -0.39 0.23 0.03 0.113
H 4.364530 -2.476233 -8.001815 -0.74 -1.19 0.69 0.074
H 4.117110 -1.000493 -8.567455 -0.72 0.67 -0.61 0.099
C 0.145690 -6.371073 -2.048735 -0.48 -0.55 -0.64 -0.017
C 0.919950 -5.921533 -0.847235 2.56 0.07 -0.17 -0.304
C 0.109940 -5.233603 0.171615 -1.91 1.34 2.46 -0.190
O 0.699110 -5.018343 1.481885 1.16 -0.09 -2.05 -0.201
C -0.188340 -4.376363 2.417105 -0.40 -1.59 -0.60 -0.050
N 1.800050 -7.019873 -0.145425 -2.27 1.11 -0.59 0.278
H 2.686090 -7.195333 -0.597355 0.09 -0.33 0.05 0.169
H 1.870980 -6.643703 0.789215 0.75 0.19 0.91 0.144
H 1.205330 -7.830053 -0.045385 0.20 -0.99 -0.15 0.176
H -0.612660 -5.645513 -2.342935 -0.19 0.14 0.55 0.102
H -0.365580 -7.317073 -1.870425 -0.13 0.00 0.01 0.111
H 0.699150 -6.464863 -2.983075 0.57 -0.26 0.32 0.086
H 1.678030 -5.196353 -1.143075 0.22 -0.03 -0.13 0.131
H -0.870420 -5.676283 0.347765 -0.13 -0.51 -0.21 0.150
H -0.107420 -4.263293 -0.274875 -0.14 0.28 -0.10 0.127
H -0.927140 -5.158493 2.591895 -0.30 0.26 0.82 0.108
H -0.748550 -3.553323 1.973405 0.40 0.43 -0.04 0.068
H 0.397720 -4.140283 3.305305 -0.24 0.09 -0.20 0.111
C 5.005460 -5.951033 -5.410725 0.23 0.04 -0.13 -0.016
C 5.333650 -4.914123 -4.315435 -0.84 -0.69 0.62 -0.245
C 4.055460 -4.147373 -3.872145 0.10 -0.11 -0.79 -0.195
O 4.181310 -3.339153 -2.728575 1.63 -1.34 -0.95 -0.186
C 3.145270 -2.407413 -2.567325 0.55 0.18 0.77 -0.081
N 5.943660 -5.603263 -3.106475 -0.12 0.04 0.90 0.241
H 5.582010 -5.243403 -2.234815 -0.44 0.72 0.38 0.150
H 5.790410 -6.596683 -3.007805 0.12 -0.69 -0.63 0.173
H 6.931880 -5.410893 -3.025725 0.71 -0.29 -0.28 0.180
H 4.453020 -5.446303 -6.203285 0.45 0.04 -0.25 0.093
H 4.389560 -6.821533 -5.184875 -0.44 0.31 1.00 0.096
H 5.885890 -6.472553 -5.786195 0.31 0.67 -0.35 0.108
H 6.154800 -4.248963 -4.582575 -0.47 0.25 -0.51 0.164
H 3.195730 -4.808283 -3.761825 0.01 -0.66 0.18 0.126
H 3.787470 -3.568263 -4.755835 0.11 0.43 -0.11 0.115
H 2.484730 -2.830553 -1.810535 -0.58 0.35 -0.15 0.080
H 2.657100 -2.173633 -3.513445 -0.15 0.12 0.13 0.094
H 3.682390 -1.549233 -2.163435 -0.73 0.40 -0.08 0.080
N -2.254140 2.604697 5.259945 -4.27 -0.39 0.20 -0.618
O -1.767360 2.653827 4.142465 2.48 -0.09 -3.23 -0.092
O -3.089150 1.720027 5.477185 0.26 -1.69 0.45 0.010
O -2.184900 3.543577 6.002865 1.65 2.08 2.30 0.015
As -2.248940 4.181527 -2.410365 1.21 3.40 -3.01 0.934
F -2.850930 2.734387 -3.258895 0.07 -0.09 1.23 -0.285
F -3.645430 5.166777 -3.050145 1.88 -1.79 1.68 -0.257
F -1.613270 5.640797 -1.489745 -1.27 -2.27 -1.19 -0.273
F -0.707320 3.395297 -1.847985 -1.57 -0.24 0.03 -0.326
F -1.416340 4.471537 -3.937505 -0.24 0.28 1.46 -0.256
F -3.120530 3.554717 -1.001745 0.07 0.07 0.46 -0.297
C -0.542620 -0.600253 0.016625 -1.62 1.25 1.74 -0.268
O -0.580930 0.548697 0.868165 2.04 -0.43 -2.26 -0.109
O -1.816680 -1.114643 0.249605 1.32 -0.38 -1.79 0.110
C 0.025620 -0.479253 -1.482655 -1.17 1.99 -0.56 -0.605
F -0.043860 -1.610933 -2.087585 -0.76 -3.52 -0.46 0.180
F -0.582260 0.369467 -2.326905 -0.66 0.51 1.21 0.168
F 1.300620 -0.167163 -1.536125 1.48 0.76 1.24 0.166
C 0.666740 1.309787 0.948525 -0.55 1.93 0.26 -0.211
C 0.410360 2.130707 2.199205 0.48 -0.08 -0.03 -0.056
H 1.238910 2.802927 2.422185 0.10 -0.15 0.15 0.081
H -0.448410 2.775137 2.011235 -0.01 -0.10 -0.03 0.068
H 0.161820 1.496227 3.049935 0.26 0.14 0.07 0.072
H 0.796020 2.040347 0.149985 -0.94 0.00 -0.60 0.114
H 1.623310 0.805017 0.813305 -0.31 -1.22 0.93 0.111
H 0.095880 -1.317833 0.531885 0.51 -0.74 -0.17 0.183